A 3-piece molecular cluster, C29H25ClNO10PS2 overall, computed with ωB97M-V/def2-TZVPD.

Its total charge is 0. As for the total energy: -95924.9322 eV. The molar mass comes out at 678.08 g/mol. Its SMILES is C[C@H](O)Cc1cc([PH2]=S)c2c(c1)Sc1cccc(CC(=O)Cl)c1N2.O=C1C=C(O)C(=O)C=C1O.O=C1C=C(O)C(=O)C=C1O.

The geometry in XYZ format:
```
69
C29H25ClNO10PS2 ωB97M-V/def2-TZVPD
C -1.694 2.247 -7.239
C -0.818 2.163 -5.981
O 0.542 1.883 -6.315
C -1.344 1.191 -4.892
C -1.128 1.848 -3.524
C -2.112 2.706 -3.076
C -1.977 3.322 -1.844
P -3.340 4.438 -1.374
S -4.392 3.755 0.131
C -0.866 3.087 -1.026
C 0.099 2.241 -1.531
C -0.013 1.622 -2.757
S 1.546 1.932 -0.528
C 1.673 3.477 0.362
C 2.904 3.912 0.758
C 3.037 5.081 1.481
C 1.888 5.789 1.740
C 0.643 5.360 1.337
C -0.522 6.267 1.723
C -0.436 7.504 0.809
O -0.199 8.613 1.192
Cl -0.672 7.122 -0.949
C 0.502 4.166 0.625
N -0.780 3.699 0.248
H -2.125 1.290 -7.549
H -2.441 3.037 -7.113
H -1.038 2.579 -8.056
H -0.830 3.167 -5.527
H 1.107 2.429 -5.761
H -0.789 0.246 -4.899
H -2.410 0.958 -4.986
H -3.000 2.886 -3.679
H -2.847 5.740 -1.134
H -4.205 4.579 -2.486
H 0.777 0.962 -3.108
H 3.821 3.367 0.542
H 4.008 5.425 1.822
H 1.988 6.709 2.317
H -0.458 6.592 2.765
H -1.509 5.805 1.597
H -1.495 4.398 0.381
C 0.572 -3.604 -1.459
C 0.716 -4.580 -0.555
C 0.451 -4.348 0.904
O 0.582 -5.280 1.677
C 0.055 -3.015 1.327
C -0.087 -2.035 0.423
C 0.152 -2.275 -1.040
O -0.009 -1.353 -1.817
O -0.446 -0.803 0.767
O 1.099 -5.811 -0.893
H 0.758 -3.760 -2.512
H -0.116 -2.857 2.382
H -0.477 -0.292 -0.065
H 1.123 -6.320 -0.061
C 0.788 -8.131 6.812
C 1.197 -6.871 6.625
C 1.469 -6.326 5.253
O 1.821 -5.166 5.147
C 1.302 -7.219 4.115
C 0.896 -8.479 4.302
C 0.598 -9.016 5.670
O 0.215 -10.166 5.776
O 0.731 -9.332 3.288
O 1.386 -6.026 7.639
H 0.586 -8.534 7.794
H 1.516 -6.821 3.134
H 0.433 -10.169 3.693
H 1.677 -5.188 7.233
```

Atom charges from the Löwdin analysis, given in e for atoms 1 to 5:
1 C -0.0415
2 C -0.4222
3 O -0.0373
4 C -0.0827
5 C -0.2299

***

C29H25CoN2O2P as an isolated structure, computed with ωB97M-V/def2-TZVPD.

Its total charge is +1. The molar mass comes out at 523.44 g/mol. The value obtained for the relative energy (zero: lowest compared OMol25 entry of this formula, charge and spin) is 0.409 eV.

The geometry in XYZ format:
```
60
C29H25CoN2O2P ωB97M-V/def2-TZVPD
Co 0.650 1.239 0.053
O 1.441 2.258 2.461
C 0.705 1.461 1.944
C -0.044 0.460 2.776
C 0.073 0.414 4.166
C -0.614 -0.555 4.872
C -1.421 -1.482 4.213
C -1.557 -1.432 2.836
C -0.866 -0.453 2.131
P -0.977 -0.115 0.377
C -2.586 0.636 0.084
C -3.383 1.058 1.143
C -4.586 1.704 0.886
C -4.991 1.928 -0.419
C -4.196 1.506 -1.480
C -2.997 0.864 -1.229
C -0.921 -1.654 -0.562
C -2.082 -2.347 -0.901
C -1.991 -3.550 -1.586
C -0.747 -4.059 -1.936
C 0.411 -3.368 -1.604
C 0.326 -2.166 -0.920
H 0.706 1.137 4.664
H -0.522 -0.602 5.949
H -1.944 -2.240 4.782
H -2.192 -2.143 2.321
H -3.074 0.886 2.166
H -5.203 2.032 1.711
H -5.928 2.431 -0.616
H -4.514 1.678 -2.500
H -2.384 0.533 -2.060
H -3.052 -1.944 -0.638
H -2.891 -4.089 -1.849
H -0.681 -4.997 -2.472
H 1.379 -3.767 -1.879
H 1.227 -1.624 -0.654
N 0.835 1.070 -2.026
C 2.181 0.645 -2.328
C 2.702 0.608 -3.589
C 4.024 0.167 -3.807
C 4.800 -0.236 -2.758
C 4.285 -0.218 -1.441
C 5.033 -0.622 -0.312
C 4.463 -0.573 0.926
C 3.140 -0.120 1.053
N 2.409 0.267 0.029
C 2.965 0.224 -1.226
H 0.648 2.040 -2.275
H 0.156 0.482 -2.497
H 2.096 0.928 -4.428
H 4.417 0.151 -4.814
H 5.816 -0.572 -2.918
H 6.051 -0.967 -0.445
H 5.003 -0.870 1.813
H 2.679 -0.068 2.030
C -0.875 3.636 0.594
O -0.175 2.786 -0.282
H -1.311 4.453 0.017
H -0.218 4.048 1.364
H -1.696 3.102 1.090
```

Atom charges from the Löwdin analysis, given in e for atoms 1 to 5:
1 Co 0.3533
2 O 0.0819
3 C -0.3686
4 C -0.1986
5 C 0.0038

***

C29H25CoN7O2S5 as an isolated structure, computed with ωB97M-V/def2-TZVPD.

Its total charge is 0. Its expectation value of S² is 0.79. The molar mass comes out at 722.83 g/mol. The spin multiplicity is 2. The value obtained for the relative energy (zero: lowest compared OMol25 entry of this formula, charge and spin) is 3.365 eV.

The geometry in XYZ format:
```
69
C29H25CoN7O2S5 ωB97M-V/def2-TZVPD
Co -0.040 -0.255 -0.012
N 0.188 -0.583 -4.268
C 0.516 -0.672 -2.973
N -0.291 -0.477 -1.989
C -1.647 -0.199 -2.274
N -2.474 0.019 -1.320
N -1.830 -0.060 -0.102
C -2.514 0.138 1.000
C -1.706 0.018 2.163
C -2.170 0.091 3.486
C -1.285 -0.062 4.521
C 0.064 -0.321 4.234
C 0.456 -0.392 2.921
N -0.384 -0.196 1.891
C -2.075 -0.128 -3.672
C -3.395 0.131 -4.041
C -3.724 0.295 -5.369
C -2.737 0.195 -6.352
C -1.437 -0.108 -6.009
C -1.114 -0.276 -4.667
H 0.876 -0.805 -4.967
H 1.543 -0.953 -2.766
H -3.571 0.369 0.987
H -3.224 0.261 3.662
H -1.623 0.007 5.547
H 0.786 -0.471 5.023
H 1.485 -0.614 2.668
H -4.139 0.206 -3.260
H -4.748 0.500 -5.652
H -2.990 0.352 -7.392
H -0.678 -0.222 -6.774
N 2.020 0.031 0.001
C 2.789 0.967 0.802
C 4.140 0.680 0.966
C 4.948 1.424 1.814
C 4.386 2.425 2.572
C 3.025 2.735 2.448
C 2.392 3.622 3.374
C 0.999 3.634 3.444
C 0.264 3.057 2.455
N 0.908 2.530 1.324
C 2.243 2.065 1.476
H 2.156 0.272 -0.977
H 2.410 -0.900 0.138
H 4.553 -0.170 0.436
H 5.996 1.178 1.917
H 4.975 2.967 3.301
H 2.997 4.156 4.092
H 0.484 4.093 4.277
H -0.812 3.002 2.453
C 0.301 -5.791 2.130
S -1.307 -5.467 1.367
C -0.842 -4.987 -0.252
C -0.151 -3.876 -0.602
S 0.591 -2.713 0.443
S 0.042 -3.707 -2.339
C -0.835 -5.093 -2.872
S -1.071 -5.457 -4.463
S -1.408 -6.021 -1.550
H 0.088 -6.248 3.095
H 0.846 -4.860 2.263
H 0.873 -6.484 1.516
C -1.017 4.562 0.323
O -0.952 3.146 0.108
C 0.269 2.562 0.088
O 0.725 2.116 -0.931
H -1.885 4.761 0.948
H -1.139 5.053 -0.642
H -0.123 4.945 0.813
```

Atom charges from the Löwdin analysis, given in e for atoms 1 to 5:
1 Co 0.2187
2 N 0.1359
3 C -0.1884
4 N 0.0642
5 C -0.2424

***

C29H26BCsF2NOS2 as an isolated structure, computed with ωB97M-V/def2-TZVPD.

Its total charge is -1. The molar mass comes out at 650.38 g/mol. The value obtained for the relative energy (zero: lowest compared OMol25 entry of this formula, charge and spin) is 0.000 eV.

The geometry in XYZ format:
```
63
C29H26BCsF2NOS2 ωB97M-V/def2-TZVPD
Cs -1.127 -2.015 -1.775
C 2.223 -1.536 2.930
C 3.215 -0.414 2.631
C 4.606 -0.881 3.084
C 2.813 0.825 3.443
C 3.256 -0.055 1.144
C 4.205 0.883 0.696
C 4.341 1.212 -0.637
C 3.507 0.593 -1.561
S 3.458 0.720 -3.285
C 2.143 -0.470 -3.326
N 1.773 -0.878 -2.155
C 2.531 -0.316 -1.142
C 2.407 -0.635 0.215
C 1.580 -0.901 -4.624
C 2.360 -0.675 -5.769
C 1.895 -1.060 -7.012
C 0.646 -1.670 -7.093
C -0.100 -1.883 -5.940
C 0.308 -1.518 -4.640
H 2.244 -1.769 3.997
H 2.467 -2.447 2.383
H 1.196 -1.271 2.679
H 4.577 -1.161 4.139
H 5.361 -0.103 2.963
H 4.923 -1.752 2.507
H 2.800 0.591 4.510
H 1.814 1.162 3.160
H 3.508 1.652 3.282
H 4.864 1.358 1.413
H 5.093 1.925 -0.954
H 1.651 -1.356 0.507
H 3.344 -0.219 -5.696
H 2.496 -0.897 -7.899
H 0.263 -1.981 -8.061
H -1.068 -2.366 -6.071
O -3.815 -0.433 -1.408
S -4.151 0.924 -0.895
C -5.121 0.638 0.591
C -5.916 1.651 1.101
C -6.646 1.418 2.257
C -6.574 0.181 2.884
C -5.776 -0.826 2.358
C -5.046 -0.604 1.200
C -2.680 1.539 -0.081
C -2.337 2.870 -0.259
C -1.164 3.346 0.313
C -0.351 2.486 1.038
C -0.710 1.153 1.205
C -1.880 0.670 0.647
H -5.964 2.611 0.600
H -7.273 2.199 2.667
H -7.142 0.001 3.788
H -5.710 -1.786 2.853
H -4.413 -1.373 0.772
H -2.965 3.518 -0.858
H -0.874 4.379 0.172
H 0.574 2.853 1.464
H -0.085 0.469 1.765
H -2.131 -0.380 0.779
F -0.632 -3.748 2.362
B -1.167 -2.616 1.796
F -1.623 -1.833 2.849
```

Atom charges from the Löwdin analysis, given in e for atoms 1 to 5:
1 Cs 0.7936
2 C -0.0579
3 C -0.5537
4 C -0.0550
5 C -0.0424

***

C29H26FIrN7O3S as an isolated structure, computed with ωB97M-V/def2-TZVPD.

Its total charge is +1. Its expectation value of S² is 6.04. As for the total energy: -63447.0745 eV. The molar mass comes out at 763.86 g/mol. The spin multiplicity is 5.

The geometry in XYZ format:
```
68
C29H26FIrN7O3S ωB97M-V/def2-TZVPD
Ir 1.912 -2.360 2.104
S -1.821 -2.360 8.567
N -1.290 -1.086 7.649
C -0.671 -1.611 6.577
C -0.053 -0.893 5.507
C -0.023 0.514 5.454
C 0.597 1.134 4.381
C 1.158 0.328 3.410
N 1.140 -1.026 3.441
C 0.546 -1.659 4.469
C 0.546 -3.062 4.469
N 1.140 -3.695 3.441
C 1.158 -5.049 3.410
C 0.597 -5.855 4.381
C -0.023 -5.235 5.454
C -0.053 -3.828 5.507
C -0.671 -3.110 6.577
N -1.290 -3.635 7.649
H -0.477 1.111 6.241
H 0.642 2.214 4.303
H 1.657 0.757 2.545
H 1.657 -5.478 2.545
H 0.642 -6.935 4.303
H -0.477 -5.832 6.241
F 0.398 3.693 -0.205
C 0.220 2.560 -0.905
C 0.525 1.372 -0.256
C 0.357 0.158 -0.923
C 0.703 -1.099 -0.218
O 1.212 -1.017 0.891
C 0.400 -2.369 -0.899
C -0.073 -2.292 -2.152
N -0.284 -1.136 -2.887
C -0.954 -1.273 -4.193
C -0.314 -0.795 -5.475
C -0.483 -2.261 -5.234
C -0.124 0.120 -2.239
C -0.414 1.348 -2.870
C -0.263 2.600 -2.231
N -0.509 3.791 -2.939
C -0.163 5.082 -2.290
C -0.323 6.255 -3.285
N -0.254 5.719 -4.690
C -1.406 4.794 -5.009
C -1.700 3.856 -3.813
C 0.608 -3.719 -0.216
O 0.151 -4.717 -0.853
O 1.211 -3.705 0.890
H 0.895 1.394 0.766
H -0.320 -3.211 -2.681
H -2.033 -1.169 -4.099
H 0.695 -0.403 -5.429
H -0.950 -0.334 -6.219
H 0.407 -2.846 -5.027
H -1.241 -2.798 -5.792
H -0.725 1.313 -3.906
H 0.889 5.065 -1.979
H -0.794 5.272 -1.414
H 0.476 6.993 -3.171
H -1.293 6.752 -3.180
H 0.590 5.127 -4.720
H -0.147 6.459 -5.391
H -1.093 4.225 -5.890
H -2.271 5.413 -5.264
H -2.037 2.893 -4.206
H -2.541 4.259 -3.234
H 3.215 -2.360 3.233
H 3.215 -2.360 0.974
```

Atom charges from the Löwdin analysis, given in e for atoms 1 to 5:
1 Ir 1.4583
2 S 0.9724
3 N -0.2229
4 C -0.2746
5 C -0.0953

***

C29H26FNO20S2 as an isolated structure, computed with ωB97M-V/def2-TZVPD.

Its total charge is 0. As for the total energy: -97319.6079 eV. The molar mass comes out at 791.65 g/mol.

The geometry in XYZ format:
```
79
C29H26FNO20S2 ωB97M-V/def2-TZVPD
C -2.289 -0.915 0.608
C -1.803 -0.179 1.818
O -0.708 -0.329 2.265
O -2.688 0.647 2.439
C -3.163 1.762 1.662
C -4.685 1.832 1.662
C -5.393 1.054 0.551
N -5.652 -0.396 0.855
S -5.825 -1.297 -0.649
S -7.024 -0.668 1.750
O -7.112 -2.046 2.067
O -8.145 0.044 1.241
F -6.574 0.084 3.028
H -3.264 -1.359 0.785
H -1.570 -1.704 0.401
H -2.326 -0.264 -0.267
H -2.747 1.742 0.656
H -2.796 2.656 2.169
H -4.993 1.474 2.639
H -5.014 2.868 1.596
H -4.835 1.104 -0.380
H -6.355 1.531 0.343
H -7.151 -1.197 -0.816
C -5.943 -0.245 6.460
C -4.635 0.039 6.531
C -3.942 0.301 7.846
O -2.749 0.535 7.805
C -4.729 0.262 9.063
C -6.037 -0.019 8.989
C -6.727 -0.302 7.675
O -7.915 -0.560 7.721
O -6.839 -0.076 10.042
O -3.848 0.113 5.469
H -6.442 -0.438 5.521
H -4.228 0.464 9.999
H -7.725 -0.303 9.696
H -2.952 0.325 5.798
C 1.298 3.839 -2.752
C 1.926 4.457 -1.742
C 1.312 4.570 -0.368
O 1.963 5.136 0.488
C -0.008 4.001 -0.147
C -0.626 3.388 -1.161
C -0.005 3.259 -2.528
O -0.652 2.654 -3.366
O -1.829 2.823 -1.070
O 3.122 5.009 -1.850
H 1.733 3.743 -3.737
H -0.444 4.094 0.838
H -2.012 2.458 -1.960
H 3.339 5.373 -0.970
C 2.224 -0.472 -2.454
C 2.105 -1.732 -2.896
C 3.076 -2.330 -3.886
O 2.894 -3.491 -4.203
C 4.154 -1.502 -4.388
C 4.273 -0.243 -3.944
C 3.315 0.347 -2.938
O 3.516 1.497 -2.591
O 5.225 0.589 -4.338
O 1.145 -2.558 -2.513
H 1.536 -0.037 -1.742
H 4.837 -1.934 -5.107
H 5.075 1.425 -3.855
H 1.306 -3.400 -2.983
C 8.611 -3.488 -6.225
C 9.832 -3.256 -5.722
C 10.086 -3.155 -4.236
O 11.234 -2.958 -3.887
C 8.964 -3.293 -3.330
C 7.743 -3.523 -3.832
C 7.495 -3.643 -5.317
O 6.347 -3.861 -5.659
O 6.655 -3.668 -3.091
O 10.915 -3.098 -6.466
H 8.420 -3.562 -7.286
H 9.152 -3.207 -2.269
H 5.919 -3.839 -3.713
H 11.654 -2.949 -5.843
```

Atom charges from the Löwdin analysis, given in e for atoms 1 to 5:
1 C 0.0219
2 C -0.5308
3 O 0.1398
4 O -0.0188
5 C -0.1614

***

C29H26GeMoN3S5 as an isolated structure, computed with ωB97M-V/def2-TZVPD.

Its total charge is +2. Its expectation value of S² is 0.81. The molar mass comes out at 745.43 g/mol. The spin multiplicity is 2. The value obtained for the relative energy (zero: lowest compared OMol25 entry of this formula, charge and spin) is 1.600 eV.

The geometry in XYZ format:
```
65
C29H26GeMoN3S5 ωB97M-V/def2-TZVPD
Mo 0.750 0.895 -0.294
N 7.223 -2.072 -2.210
C 6.170 -1.676 -2.004
C 4.873 -1.166 -1.746
C 4.748 0.123 -1.221
C 3.488 0.627 -0.959
C 2.331 -0.114 -1.221
C 2.483 -1.390 -1.755
C 3.732 -1.928 -2.004
H 5.636 0.706 -1.018
H 3.411 1.633 -0.527
H 1.607 -1.991 -1.979
H 3.823 -2.932 -2.389
C -3.384 3.284 -0.214
C -2.554 3.004 0.865
C -1.506 2.113 0.699
C -1.263 1.508 -0.535
C -2.125 1.773 -1.598
C -3.179 2.662 -1.436
Ge -0.724 -1.080 -0.313
C -1.319 -1.769 -2.056
C -0.747 -1.235 -3.211
C -1.095 -1.735 -4.449
C -2.002 -2.781 -4.542
C -2.584 -3.307 -3.400
C -2.243 -2.807 -2.157
C -1.729 -1.854 1.219
C -1.126 -2.909 1.906
C -1.767 -3.498 2.981
C -2.995 -3.010 3.400
C -3.592 -1.953 2.731
C -2.966 -1.372 1.642
H -4.190 3.992 -0.103
H -2.736 3.462 1.826
H -0.868 1.869 1.560
H -1.967 1.287 -2.556
H -3.840 2.869 -2.263
H -0.015 -0.431 -3.122
H -0.649 -1.321 -5.339
H -2.241 -3.198 -5.506
H -3.291 -4.117 -3.472
H -2.685 -3.219 -1.260
H -0.151 -3.266 1.585
H -1.306 -4.327 3.496
H -3.488 -3.450 4.254
H -4.548 -1.577 3.061
H -3.438 -0.548 1.119
C 3.124 2.945 2.743
S 3.084 2.123 4.366
C 1.539 1.314 4.339
C 0.930 0.661 3.301
S 1.706 0.191 1.830
S -0.660 -0.004 3.664
C -0.661 0.367 5.371
S -1.872 -0.106 6.369
S 0.720 1.288 5.888
H 3.901 3.699 2.832
H 2.162 3.411 2.545
H 3.386 2.232 1.965
N 1.322 3.174 -1.042
N 0.855 2.367 -2.138
H 0.598 3.850 -0.779
H 2.165 3.715 -1.278
H 1.625 2.166 -2.785
H 0.112 2.834 -2.678
```

Atom charges from the Löwdin analysis, given in e for atoms 1 to 5:
1 Mo 1.1108
2 N 0.2154
3 C -0.1613
4 C -0.1961
5 C 0.0010